1.
Entry from OMol25: a cluster of 7 separate species, C6H24IO6 in total (ωB97M-V/def2-TZVPD).

Summary:
Spin multiplicity: 1
Charge: -1
Relative energy (zero: lowest compared OMol25 entry of this formula, charge and spin), kcal per mole: 0.00
Orbital gap, eV: 8.442

Last column: Löwdin charge in e.
Atoms and positions in Å:
1 I 8.35 -32.01 19.65  0.205
2 O 8.76 -29.18 21.85  -0.112
3 H 8.63 -30.09 21.51  -0.099
4 H 9.27 -29.30 22.66  0.019
5 O 11.60 -31.16 18.00  -0.102
6 H 11.74 -31.59 17.15  0.016
7 H 10.86 -31.65 18.40  -0.076
8 O 8.48 -32.77 15.92  -0.111
9 H 8.14 -32.71 16.83  -0.077
10 H 9.07 -33.53 15.94  0.020
11 O 9.60 -28.74 18.88  -0.122
12 H 9.10 -29.52 19.19  -0.124
13 H 9.24 -28.01 19.40  0.016
14 C 8.88 -34.01 23.73  -0.072
15 C 10.05 -33.20 23.24  -0.518
16 C 11.28 -33.41 24.13  -0.075
17 O 10.47 -33.65 21.96  -0.118
18 H 9.14 -35.08 23.74  0.081
19 H 8.00 -33.90 23.09  0.073
20 H 8.65 -33.86 24.79  0.073
21 H 9.86 -32.13 23.24  0.124
22 H 11.08 -33.25 25.19  0.070
23 H 12.06 -32.71 23.84  0.074
24 H 11.75 -34.40 24.05  0.076
25 H 9.78 -33.43 21.31  -0.088
26 C 3.72 -28.76 17.71  -0.070
27 C 4.98 -29.59 17.80  -0.508
28 C 5.88 -29.37 16.60  -0.059
29 O 5.64 -29.30 19.04  -0.090
30 H 3.10 -28.84 18.61  0.074
31 H 3.09 -29.10 16.88  0.074
32 H 3.98 -27.72 17.53  0.078
33 H 4.74 -30.65 17.91  0.133
34 H 5.38 -29.74 15.70  0.078
35 H 6.87 -29.81 16.73  0.076
36 H 6.03 -28.32 16.35  0.079
37 H 6.46 -29.81 19.05  -0.018

---

2.
Entry from OMol25: a structure of composition C22H30BrNO3PPdS2 (ωB97M-V/def2-TZVPD).

Summary:
Spin multiplicity: 5
⟨S²⟩: 6.040
Charge: +1
Orbital gap (spin up / spin down), eV: 8.403 / 4.232

Last column: Löwdin charge in e.
Atoms and positions in Å:
1 Pd -0.11 -0.33 -1.38  0.690
2 C -1.36 -3.04 1.09  -0.087
3 C -0.32 -2.07 1.66  -0.672
4 C 1.07 -2.38 1.09  -0.116
5 C -0.27 -2.19 3.18  -0.079
6 P -0.72 -0.33 1.00  1.131
7 C 0.40 0.79 1.89  -0.352
8 C 1.26 1.58 1.12  -0.118
9 C 2.14 2.46 1.72  -0.066
10 C 2.18 2.57 3.10  -0.063
11 C 1.31 1.81 3.87  -0.059
12 C 0.42 0.94 3.28  -0.089
13 C -2.48 0.33 1.24  -0.663
14 C -2.35 1.85 1.13  -0.077
15 C -3.09 -0.07 2.58  -0.068
16 C -3.31 -0.19 0.07  -0.105
17 H -1.02 -4.07 1.23  0.097
18 H -1.50 -2.88 0.02  0.012
19 H -2.32 -2.94 1.59  0.081
20 H 1.38 -3.38 1.36  0.096
21 H 1.80 -1.68 1.48  0.079
22 H 1.07 -2.32 -0.01  0.012
23 H -0.14 -3.24 3.43  0.096
24 H -1.18 -1.84 3.65  0.073
25 H 0.58 -1.65 3.58  0.075
26 H 1.21 1.52 0.03  0.051
27 H 2.79 3.07 1.11  0.109
28 H 2.87 3.25 3.57  0.110
29 H 1.33 1.90 4.95  0.111
30 H -0.27 0.39 3.90  0.092
31 H -1.83 2.28 1.98  0.084
32 H -3.34 2.29 1.08  0.102
33 H -1.82 2.13 0.21  0.063
34 H -2.50 0.28 3.42  0.073
35 H -3.23 -1.15 2.65  0.072
36 H -4.07 0.39 2.65  0.097
37 H -2.86 0.10 -0.89  0.041
38 H -4.30 0.25 0.11  0.102
39 H -3.43 -1.28 0.10  0.058
40 S -0.41 -2.64 -2.48  0.835
41 C -2.04 -2.41 -2.37  -0.774
42 N -3.19 -2.35 -2.27  0.180
43 C -0.66 2.54 -4.31  -0.103
44 S -1.18 1.71 -2.81  0.422
45 O -2.45 2.19 -2.38  -0.274
46 O -1.19 0.25 -3.13  -0.466
47 O -0.10 1.91 -1.81  -0.414
48 H -0.99 1.94 -5.14  0.068
49 H 0.41 2.62 -4.29  0.060
50 H -1.13 3.51 -4.32  0.071
51 Br 6.19 0.07 -4.29  0.916
52 C 4.49 -0.12 -3.44  -0.601
53 C 3.37 -0.38 -4.21  -0.073
54 C 2.14 -0.51 -3.58  -0.071
55 C 2.05 -0.38 -2.20  -0.093
56 C 3.18 -0.12 -1.44  -0.041
57 C 4.41 0.02 -2.06  -0.075
58 H 3.45 -0.48 -5.28  0.119
59 H 1.26 -0.71 -4.19  0.101
60 H 3.13 -0.02 -0.36  0.104
61 H 5.30 0.23 -1.48  0.118

---

3.
Entry from OMol25: the molecule C3H4N2O3 (ωB97M-V/def2-TZVPD).

Summary:
Spin multiplicity: 1
Charge: 0
Relative energy (zero: lowest compared OMol25 entry of this formula, charge and spin), kcal per mole: 24.58
SMILES: Nc1oc(=O)[nH]c1O
Orbital gap, eV: 8.584

Last column: Löwdin charge in e.
Atoms and positions in Å:
1 N -1.90 -1.38 0.06  0.048
2 C -0.70 -0.63 -0.17  -0.301
3 O 0.61 -1.12 -0.05  0.113
4 C 1.46 -0.06 -0.03  -0.548
5 O 2.62 -0.20 0.09  0.146
6 N 0.71 1.12 -0.02  0.213
7 C -0.61 0.71 -0.05  -0.311
8 O -1.62 1.63 0.02  0.073
9 H -1.93 -2.32 -0.53  0.132
10 H -2.13 -1.61 1.10  0.122
11 H 1.09 2.04 0.12  0.171
12 H -2.48 1.12 -0.02  0.142

---

4.
Entry from OMol25: a cluster of 13 separate species, C29H48Cl24O5 in total (ωB97M-V/def2-TZVPD).

Summary:
Spin multiplicity: 1
Charge: 0
Orbital gap, eV: 8.296

Last column: Löwdin charge in e.
Atoms and positions in Å:
1 C -2.54 9.65 3.83  0.003
2 C -1.48 10.17 2.76  -0.406
3 O -1.84 11.07 1.96  0.044
4 O -0.15 9.67 2.64  -0.070
5 C 0.52 9.93 3.91  -0.194
6 C 1.01 8.62 4.70  -0.152
7 C 0.09 7.33 4.51  -0.223
8 C 0.96 5.94 4.49  -0.230
9 C 0.05 4.86 3.74  -0.175
10 C 0.70 3.38 3.68  -0.164
11 O -0.34 2.51 3.13  -0.129
12 C 0.10 1.95 1.88  -0.604
13 O 0.43 2.74 0.97  0.021
14 O 0.18 0.54 1.88  -0.056
15 C 0.12 -0.12 0.59  -0.177
16 C 1.58 -0.69 0.30  -0.136
17 C 1.75 -1.55 -1.03  -0.167
18 C 1.50 -1.08 -2.48  -0.016
19 C 1.77 -2.07 -3.66  -0.077
20 C 2.28 -3.52 -3.45  -0.187
21 C 2.48 -4.02 -2.00  -0.202
22 C 2.22 -3.03 -0.82  -0.056
23 H -2.80 10.48 4.59  0.103
24 H -3.54 9.38 3.31  0.106
25 H -2.23 8.71 4.40  0.066
26 H -0.08 10.64 4.59  0.127
27 H 1.48 10.53 3.65  0.136
28 H 0.96 8.89 5.83  0.119
29 H 2.12 8.42 4.48  0.115
30 H -0.52 7.31 3.54  0.105
31 H -0.61 7.23 5.43  0.002
32 H 1.27 5.62 5.55  0.018
33 H 1.92 6.18 3.90  0.116
34 H -0.93 4.77 4.35  0.125
35 H -0.17 5.19 2.67  0.124
36 H 1.68 3.35 3.09  0.141
37 H 0.99 3.08 4.76  0.121
38 H -0.36 0.49 -0.25  0.121
39 H -0.57 -1.04 0.74  0.091
40 H 2.34 0.18 0.22  0.135
41 H 1.89 -1.34 1.18  0.113
42 H 1.14 -0.02 -2.64  0.086
43 H 1.61 -1.72 -4.73  0.083
44 H 2.50 -4.22 -4.33  0.019
45 H 2.82 -5.09 -1.82  0.009
46 H 2.39 -3.43 0.24  0.080
47 C -1.02 5.38 8.29  -0.972
48 Cl 0.30 4.64 7.39  0.596
49 Cl -1.58 6.85 7.48  0.568
50 H -1.85 4.68 8.36  0.032
51 H -0.67 5.64 9.29  0.031
52 C -3.71 2.08 0.27  -0.949
53 Cl -2.25 2.38 1.23  0.761
54 Cl -3.32 1.54 -1.37  0.497
55 H -4.31 1.33 0.77  0.030
56 H -4.27 3.01 0.18  0.029
57 C -0.09 13.56 2.56  -1.042
58 Cl 1.18 14.58 1.86  0.507
59 Cl -0.35 13.95 4.26  0.497
60 H -1.01 13.73 2.01  0.029
61 H 0.21 12.52 2.48  -0.003
62 C 1.29 -7.59 -0.63  -1.010
63 Cl 1.21 -7.67 -2.40  0.487
64 Cl 2.93 -7.24 -0.08  0.521
65 H 0.62 -6.80 -0.28  0.005
66 H 0.97 -8.55 -0.22  0.026
67 C 4.51 -6.56 -5.12  -1.035
68 Cl 4.34 -7.00 -3.41  0.476
69 Cl 2.94 -6.14 -5.83  0.541
70 H 5.18 -5.71 -5.20  0.020
71 H 4.92 -7.41 -5.66  -0.032
72 C -2.48 -8.45 -3.20  -1.054
73 Cl -2.29 -8.06 -1.48  0.544
74 Cl -4.17 -8.33 -3.70  0.541
75 H -1.88 -7.75 -3.79  -0.024
76 H -2.13 -9.47 -3.37  0.018
77 C -5.82 -9.75 -0.77  -1.054
78 Cl -5.63 -9.37 0.95  0.492
79 Cl -7.51 -9.63 -1.27  0.500
80 H -5.22 -9.06 -1.36  -0.056
81 H -5.47 -10.77 -0.94  0.031
82 C -0.60 3.15 -5.14  -1.032
83 Cl 0.79 2.10 -5.41  0.500
84 Cl -1.21 3.04 -3.48  0.483
85 H -0.31 4.18 -5.34  0.025
86 H -1.40 2.86 -5.83  0.026
87 C -1.70 -3.79 2.63  -1.010
88 Cl -0.48 -4.00 1.36  0.530
89 Cl -1.84 -2.09 3.10  0.542
90 H -2.66 -4.13 2.25  0.028
91 H -1.41 -4.38 3.49  0.027
92 C -1.63 -4.86 -3.18  -0.957
93 Cl -1.72 -4.93 -4.95  0.495
94 Cl 0.01 -4.51 -2.63  0.664
95 H -2.30 -4.07 -2.83  0.035
96 H -1.95 -5.82 -2.77  -0.047
97 C -1.91 -8.11 -7.61  -0.993
98 Cl -0.78 -6.77 -7.43  0.486
99 Cl -1.78 -9.25 -6.26  0.544
100 H -2.92 -7.72 -7.64  0.032
101 H -1.69 -8.64 -8.54  0.028
102 C 7.94 -8.64 -5.02  -0.988
103 Cl 7.14 -8.75 -6.59  0.527
104 Cl 7.48 -7.16 -4.17  0.538
105 H 7.65 -9.50 -4.41  0.032
106 H 9.02 -8.64 -5.17  0.027

---

5.
Entry from OMol25: a cluster of 2 separate species, C6H16N2 in total (ωB97M-V/def2-TZVPD).

Summary:
Spin multiplicity: 1
Charge: 0
Relative energy (zero: lowest compared OMol25 entry of this formula, charge and spin), kcal per mole: 190.30
Orbital gap, eV: 3.389

Last column: Löwdin charge in e.
Atoms and positions in Å:
1 N -2.35 1.26 -0.31  0.132
2 C -1.14 0.64 0.23  -0.487
3 C -1.04 -0.88 -0.10  -0.398
4 C -1.30 -1.18 -1.56  -0.071
5 C 0.26 -1.48 0.40  -0.077
6 C -0.86 1.05 1.63  -0.072
7 N 2.26 -0.20 -0.76  -0.020
8 C 2.60 1.13 -0.27  -0.210
9 H -0.92 2.14 1.72  0.089
10 H -3.07 1.26 0.41  0.028
11 H -0.32 1.04 -0.39  0.126
12 H -1.82 -1.37 0.45  0.134
13 H -1.53 -2.22 -1.91  0.096
14 H -2.01 -0.45 -1.88  0.045
15 H -0.30 -0.90 -1.99  0.090
16 H 1.18 -1.01 -0.04  0.007
17 H 0.27 -1.38 1.51  0.081
18 H 0.23 -2.56 0.23  0.099
19 H -1.52 0.54 2.31  0.086
20 H 0.19 0.73 1.75  0.075
21 H 3.13 -0.72 -0.74  0.043
22 H 3.23 1.53 -1.08  0.088
23 H 1.70 1.74 -0.27  0.054
24 H 3.14 1.28 0.65  0.062

---

6.
Entry from OMol25: a cluster of 2 separate species, C3H11NOS in total (ωB97M-V/def2-TZVPD).

Summary:
Spin multiplicity: 2
⟨S²⟩: 0.752
Charge: -1
Relative energy (zero: lowest compared OMol25 entry of this formula, charge and spin), kcal per mole: 30.14
Orbital gap (spin up / spin down), eV: 1.340 / 8.906

Last column: Löwdin charge in e.
Atoms and positions in Å:
1 C -1.43 1.49 -0.01  -0.245
2 C -1.70 0.50 1.14  -0.640
3 S -2.21 -1.25 0.51  0.187
4 H -0.49 1.26 -0.60  0.034
5 H -2.22 1.32 -0.80  0.066
6 H -1.24 2.56 0.30  0.067
7 H -2.55 0.81 1.72  0.027
8 H -0.86 0.27 1.83  0.041
9 H -1.26 -1.14 -0.39  -0.247
10 N 1.63 0.06 -1.62  -0.058
11 C 2.05 0.33 -0.30  -0.455
12 O 3.45 -0.06 0.05  -0.143
13 H 1.37 -0.92 -1.89  0.039
14 H 2.48 0.26 -2.24  0.086
15 H 1.41 -0.28 0.38  0.103
16 H 2.07 1.42 -0.17  0.098
17 H 4.10 0.56 -0.32  0.039

---

Q: Which of these has the highest spin multiplicity?
A: C22H30BrNO3PPdS2

---

Q: spin multiplicity of number 5 (C6H16N2)?
A: 1